(1)
DFT (ωB97M-V/def2-TZVPD) results for a cluster of 2 separate species, C26H18F2N2O3S in total.

The geometry in XYZ format:
```
52
Properties=species:S:1:pos:R:3
C 6.16967 -1.43748 -1.99120
C 5.86705 -0.06444 -2.10609
C 4.62982 0.42264 -1.65736
C 3.66230 -0.46863 -1.15331
C 2.36655 0.05230 -0.56239
C 1.49945 -0.90768 0.08352
N 0.29418 -1.23632 -0.47726
C -0.32387 -0.37638 -1.36082
C -1.64197 -0.57463 -1.78775
C -2.20738 -1.90331 -1.63334
C -3.35178 -2.26305 -2.37954
C -4.03641 -1.27874 -3.10289
C -3.63442 0.07324 -3.05144
C -2.43896 0.41568 -2.44528
C -1.52449 -2.77207 -0.73288
C -0.33487 -2.44039 -0.15928
O 2.11999 1.27388 -0.61029
C 3.96076 -1.84528 -1.10136
C 5.19301 -2.33284 -1.53354
H 7.16945 -1.81445 -2.24307
H 6.61945 0.62037 -2.50533
H 4.42543 1.50146 -1.68136
H 1.88707 -1.58321 0.84411
H 0.28203 0.47899 -1.68959
H -3.68437 -3.31252 -2.37271
H -4.90455 -1.56088 -3.70188
H -4.27428 0.83121 -3.50439
H -2.08630 1.45133 -2.44660
H -1.94273 -3.74349 -0.46311
H 0.19077 -3.07177 0.55181
H 3.22127 -2.54178 -0.69646
H 5.39199 -3.41135 -1.46532
F 2.26453 0.44678 5.20335
C 1.32355 -0.19137 4.43064
F 0.06716 0.12767 4.91199
S 1.54448 0.39244 2.72179
N -0.04323 1.17156 2.55016
C -0.34589 2.53984 2.83314
O 0.36018 3.34078 3.41077
C -1.73120 2.68388 2.28572
C -2.23300 1.43641 1.90270
C -3.46110 1.29532 1.27053
C -4.16468 2.47091 0.97197
C -3.64356 3.71951 1.33056
C -2.42308 3.85439 2.00107
C -1.15381 0.43592 2.08534
O -1.16249 -0.76879 1.85418
H 1.44305 -1.27930 4.47403
H -3.85113 0.30445 1.04009
H -5.12952 2.39986 0.45933
H -4.20411 4.62335 1.10188
H -2.02002 4.81602 2.29717
```

Summary:
HOMO-LUMO gap ... 5.98 eV
LUMO energy ... -0.54 eV
Energy above the lowest of the compared OMol25 structures with the same formula, charge and spin ... 0.5124 eV

=====

(2)
DFT (ωB97M-V/def2-TZVPD) results for a structure of composition C26H18GeNO5W.

The geometry in XYZ format:
```
52
Properties=species:S:1:pos:R:3
W 1.17788 -0.51809 0.60406
O 2.29817 5.69156 0.66973
C 1.98261 4.40303 0.63125
C 0.83549 3.87686 1.23830
C 0.61285 2.52375 1.15486
N 1.47072 1.72743 0.51270
C 2.54346 2.21704 -0.10644
C 2.84183 3.55217 -0.08365
C 3.28278 1.10565 -0.82461
O 4.18899 1.25562 -1.57635
O 2.74981 -0.07657 -0.48009
C -0.66913 1.72932 1.37041
O -1.70884 2.24432 1.03545
O 0.77677 -0.01597 2.28058
H 1.66869 6.21427 1.17812
H 0.11665 4.51336 1.73935
H 3.71039 3.94811 -0.59138
C -0.50559 0.33351 1.71996
Ge -1.17313 -1.13785 0.36394
C 1.91255 -2.45326 1.12325
C 2.50502 -3.36470 0.23333
C 2.57723 -4.71766 0.51421
C 2.06453 -5.21320 1.70502
C 1.50510 -4.33957 2.62954
C 1.41699 -2.99262 2.33471
C -3.11117 -0.79163 0.25586
C -3.87386 -0.85637 1.41786
C -5.23163 -0.59472 1.35526
C -5.82297 -0.28114 0.13835
C -5.06432 -0.25518 -1.02243
C -3.70669 -0.53066 -0.97058
C -0.42487 -0.13539 -1.37092
C 0.54948 -0.78707 -2.16231
C 1.17517 -0.13447 -3.21850
C 0.85100 1.18115 -3.49963
C -0.14950 1.82211 -2.77259
C -0.77293 1.18216 -1.71787
H 2.93648 -2.99999 -0.69356
H 3.03111 -5.39229 -0.19916
H 2.09669 -6.27531 1.90906
H 1.12249 -4.70623 3.57267
H 0.96188 -2.33492 3.06519
H -3.40052 -1.08212 2.36517
H -5.83232 -0.63836 2.25374
H -6.88022 -0.05481 0.09775
H -5.52832 -0.02757 -1.97276
H -3.11524 -0.53622 -1.87748
H 0.74672 -1.84374 -1.99524
H 1.90589 -0.65832 -3.82017
H 1.36483 1.70483 -4.29508
H -0.44318 2.83160 -3.03191
H -1.56584 1.68817 -1.18696
```

Summary:
HOMO-LUMO gap ... 6.38 eV
LUMO energy ... -4.88 eV
Charge ... +1
Energy above the lowest of the compared OMol25 structures with the same formula, charge and spin ... 0.0000 eV

=====

(3)
DFT (ωB97M-V/def2-TZVPD) results for a structure of composition C26H19AuF3IN2O3.

The geometry in XYZ format:
```
55
Properties=species:S:1:pos:R:3
Au 0.44216 2.35190 -0.72623
F 0.24088 6.26983 -4.26491
C -0.44988 5.47330 -3.43037
C 0.22773 4.52356 -2.67453
C -0.47619 3.71142 -1.82504
C -1.88288 3.80476 -1.67642
C -2.50879 4.80202 -2.45845
F -3.84016 4.99613 -2.36694
C -1.82441 5.62252 -3.32396
C -2.54608 2.92232 -0.76539
C -3.92781 2.86202 -0.49164
C -4.41553 1.95084 0.40970
C -3.53802 1.06925 1.06774
C -2.19968 1.17465 0.77355
N -1.74096 2.05893 -0.08924
H 1.29805 4.44201 -2.77790
H -2.34889 6.36206 -3.90634
H -4.60217 3.53172 -0.99428
H -5.47156 1.90094 0.61798
H -3.88610 0.34238 1.78053
H -1.45339 0.54819 1.24380
C -0.02798 -5.06817 -0.91564
C 1.14900 -4.58354 -0.07047
C 1.12986 -5.28899 1.28397
C 2.33644 -4.86086 2.10111
C 2.35869 -3.36853 2.21718
C 2.93147 -2.77945 3.33660
C 2.94877 -1.40142 3.45233
F 3.48421 -0.86307 4.56228
C 2.44329 -0.58152 2.47069
C 1.85052 -1.15283 1.33448
C 1.33734 -0.29174 0.29051
O 1.47292 0.98645 0.43091
C 0.73370 -0.94942 -0.81019
C 0.65635 -2.31955 -0.82146
N 1.14850 -3.12986 0.12856
C 1.78453 -2.56615 1.22232
C 0.17697 -0.30154 -2.06617
O -0.29055 -1.03706 -2.91616
O 0.23258 0.97028 -2.19565
H -0.05506 -6.15581 -0.88692
H 0.05593 -4.77370 -1.95861
H -0.96567 -4.69314 -0.51319
H 2.08634 -4.84005 -0.58587
H 1.14429 -6.36759 1.12661
H 0.21231 -5.03123 1.81497
H 3.25237 -5.20583 1.61098
H 2.30617 -5.30922 3.09411
H 3.35534 -3.38188 4.12254
H 2.49404 0.48906 2.56994
H 0.18123 -2.76481 -1.67969
I 1.04612 3.11086 2.54709
C 0.66883 3.85174 0.59047
H 1.49951 4.49286 0.32314
H -0.23468 4.44495 0.66757
```

Summary:
HOMO-LUMO gap ... 7.45 eV
LUMO energy ... -0.54 eV
Energy above the lowest of the compared OMol25 structures with the same formula, charge and spin ... 0.5873 eV

=====

(4)
DFT (ωB97M-V/def2-TZVPD) results for a structure of composition C26H19N2O4RhS4.

The geometry in XYZ format:
```
56
Properties=species:S:1:pos:R:3
Rh -0.30146 -0.24117 -0.57901
S -2.42397 0.75588 -0.84930
C -2.22372 2.06869 0.29324
C -3.36954 2.74549 0.74129
C -3.28084 3.81536 1.60778
C -2.04371 4.27388 2.05934
C -0.90014 3.63772 1.62420
C -0.99834 2.53389 0.77791
S 0.48652 1.78498 0.16243
C 1.32206 1.07066 1.63184
C 2.00758 -0.22988 1.29266
C 3.18679 -0.63204 1.88786
C 3.64443 -1.92377 1.65938
C 2.91110 -2.78071 0.86163
C 1.75952 -2.29966 0.24892
C 0.94794 -3.14245 -0.69380
S -0.68071 -2.45932 -1.18594
C -1.76337 -3.09292 0.06386
C -2.39134 -4.31268 -0.18127
C -3.22478 -4.86250 0.77264
C -3.43054 -4.17199 1.96523
C -2.82496 -2.95190 2.19404
C -1.97308 -2.37634 1.23940
S -1.25583 -0.82353 1.57705
N 1.35782 -1.05290 0.45687
H -4.33595 2.40429 0.39116
H -4.18818 4.30734 1.93608
H -1.97809 5.12204 2.72804
H 0.07746 3.99371 1.93221
H 0.53633 0.86765 2.36236
H 2.02084 1.79175 2.05080
H 3.72777 0.04356 2.53767
H 4.56868 -2.25960 2.11109
H 3.23475 -3.80037 0.69150
H 0.77021 -4.13702 -0.28566
H 1.50192 -3.25927 -1.62613
H -2.22218 -4.81585 -1.12650
H -3.72026 -5.80607 0.58744
H -4.08713 -4.58668 2.72095
H -3.01193 -2.41287 3.11446
O 0.71387 -0.43276 -4.57116
C 0.95975 -0.22080 -3.39755
O 0.11599 0.29144 -2.54761
C 2.37603 -0.52893 -2.92723
C 3.04679 0.31492 -2.05050
C 4.32947 0.01768 -1.62455
C 4.91693 -1.14887 -2.07902
C 4.29949 -1.98264 -2.99595
C 3.02688 -1.65059 -3.43196
N 6.23971 -1.52425 -1.55048
O 6.69209 -0.85994 -0.63360
O 6.79575 -2.48875 -2.03599
H 2.55613 1.21656 -1.71323
H 4.86747 0.65687 -0.94079
H 4.81348 -2.86508 -3.34905
H 2.51078 -2.26005 -4.16412
```

Summary:
HOMO-LUMO gap ... 6.81 eV
LUMO energy ... -0.65 eV
Energy above the lowest of the compared OMol25 structures with the same formula, charge and spin ... 0.2584 eV

=====

(5)
DFT (ωB97M-V/def2-TZVPD) results for a structure of composition C26H19N2O4RhS4.

The geometry in XYZ format:
```
56
Properties=species:S:1:pos:R:3
Rh -0.21455 0.34074 -1.38369
S -0.20813 2.54360 -0.75187
C 1.51845 2.88501 -0.80271
C 1.97200 4.10022 -0.26583
C 3.30097 4.45939 -0.35278
C 4.23455 3.63840 -0.98555
C 3.81426 2.44242 -1.52929
C 2.47861 2.06503 -1.41218
S 1.90047 0.55574 -2.13692
C 2.58354 -0.75835 -1.07287
C 1.71073 -1.97817 -1.28780
C 2.12636 -3.28054 -1.06370
C 1.19493 -4.30212 -1.17512
C -0.12145 -4.01862 -1.51414
C -0.45618 -2.70620 -1.76934
C -1.82243 -2.15415 -2.06522
S -2.22943 -0.80718 -0.86474
C -3.45799 -0.08667 -1.92393
C -4.80547 -0.36742 -1.72973
C -5.74257 0.14514 -2.60736
C -5.31430 0.94154 -3.66893
C -3.97430 1.21809 -3.86082
C -3.00771 0.69943 -2.98895
S -1.32398 1.11203 -3.28475
N 0.45351 -1.73107 -1.67209
H 1.25918 4.75911 0.21564
H 3.62207 5.40240 0.07287
H 5.27085 3.93997 -1.05776
H 4.51586 1.79268 -2.04007
H 2.47599 -0.41645 -0.04599
H 3.63165 -0.92575 -1.31286
H 3.14627 -3.48188 -0.76567
H 1.49037 -5.32355 -0.97167
H -0.87017 -4.79649 -1.57285
H -2.62229 -2.88964 -2.07861
H -1.76824 -1.63909 -3.02483
H -5.10959 -0.98353 -0.89129
H -6.79351 -0.07127 -2.47264
H -6.04212 1.36207 -4.35163
H -3.65686 1.85250 -4.67887
O -0.49297 -1.99686 1.14758
C 0.06383 -0.93446 1.42687
O 0.45889 -0.03027 0.60319
C 0.26746 -0.55537 2.87618
C 0.22428 -1.54702 3.84906
C 0.39901 -1.22676 5.18458
C 0.59804 0.10312 5.51143
C 0.63509 1.11438 4.56875
C 0.47499 0.77116 3.23578
N 0.77920 0.45938 6.93762
O 0.94076 1.63267 7.21104
O 0.77037 -0.44411 7.75140
H 0.04388 -2.56851 3.54125
H 0.37740 -1.97549 5.96160
H 0.78925 2.13605 4.88065
H 0.51118 1.52473 2.45952
```

Summary:
HOMO-LUMO gap ... 7.01 eV
LUMO energy ... -0.43 eV
Energy above the lowest of the compared OMol25 structures with the same formula, charge and spin ... 0.0000 eV

=====

(6)
DFT (ωB97M-V/def2-TZVPD) results for a structure of composition C26H19N5O2Pd.

The geometry in XYZ format:
```
53
Properties=species:S:1:pos:R:3
Pd -0.35601 -0.28551 -1.50473
C -3.25877 2.17082 -2.16025
C -3.41658 2.83991 -0.94524
C -3.19298 2.15671 0.22096
C -2.77796 0.80282 0.19296
N -2.63619 0.15899 -1.00013
C -2.86507 0.84772 -2.11770
N -2.65719 0.18264 1.38660
C -1.87336 -0.87308 1.51277
N -1.01621 -1.31995 0.58461
C -0.33673 -2.39171 1.03461
N 0.58091 -3.05462 0.34822
C 0.72557 -2.77625 -0.96824
C 1.96910 -3.06575 -1.56187
C 2.19127 -2.76839 -2.89027
C 1.17259 -2.17072 -3.62565
C -0.06258 -1.97679 -3.00813
N -0.32818 -2.34525 -1.73646
C -0.71322 -2.64047 2.41694
C -0.28813 -3.54324 3.37657
C -0.81605 -3.45356 4.65353
C -1.78797 -2.49815 4.96133
C -2.25442 -1.61889 3.99791
C -1.71793 -1.67954 2.72207
H -3.41607 2.67917 -3.10315
H -3.71943 3.88322 -0.93290
H -3.27699 2.64164 1.18340
H -2.77628 0.27221 -3.04213
H 2.75029 -3.48075 -0.94097
H 3.14639 -2.98832 -3.35720
H 1.32980 -1.87491 -4.65684
H -0.94868 -1.75269 -3.61834
H 0.46415 -4.28316 3.13359
H -0.46087 -4.11882 5.43628
H -2.16910 -2.44435 5.97831
H -3.01348 -0.88549 4.23826
C 3.74228 0.30583 -0.92009
C 2.44169 0.99157 -1.35694
O 1.76462 0.44214 -2.23731
C 2.07315 2.23117 -0.71273
C 3.01288 3.03359 -0.06077
C 2.66235 4.18682 0.60026
C 1.31729 4.56337 0.65063
C 0.36347 3.80604 0.03227
C 0.67318 2.61208 -0.69505
O -0.24351 1.96690 -1.26927
H 3.70766 -0.72931 -1.25536
H 3.85657 0.33299 0.16098
H 4.60115 0.80323 -1.37654
H 4.05720 2.74881 -0.10431
H 3.41626 4.79264 1.09081
H 1.03596 5.46623 1.18720
H -0.67590 4.10037 0.05752
```

Summary:
HOMO-LUMO gap (spin up / spin down) ... 4.32 / 4.82 eV
LUMO energy (spin up / spin down) ... 5.06 / 5.06 eV
Charge ... -2

=====

(7)
DFT (ωB97M-V/def2-TZVPD) results for a structure of composition C26H20BBrN11OSSeW.

The geometry in XYZ format:
```
63
Properties=species:S:1:pos:R:3
W -0.82611 0.38818 0.77880
C -3.95363 -1.78902 2.85002
C -2.95477 -0.82478 2.77569
N -2.35329 -0.88713 1.57993
N -2.94896 -1.87487 0.88402
C -3.92099 -2.42524 1.62223
B -2.44411 -2.19689 -0.53289
N -0.93046 -2.45098 -0.39400
C -0.25265 -3.58434 -0.59465
C 1.05875 -3.38800 -0.20426
C 1.10180 -2.07057 0.22937
N -0.10653 -1.51049 0.10575
N -2.61944 -0.91805 -1.37022
C -3.42192 -0.67809 -2.41767
C -3.26853 0.64323 -2.79268
C -2.32859 1.15718 -1.90768
N -1.93805 0.20344 -1.04940
H -4.61353 -1.98633 3.66904
H -2.66053 -0.08148 3.50158
H -4.54374 -3.20738 1.24016
H -2.99356 -3.12666 -0.99790
H -0.73444 -4.45594 -0.98440
H 1.86265 -4.09220 -0.23309
H 1.94480 -1.52137 0.61214
H -4.04729 -1.44087 -2.83678
H -3.77253 1.16216 -3.58130
H -1.94034 2.15942 -1.83719
S 5.14522 3.28332 4.27735
N 4.18320 2.05523 4.67413
C 3.34000 1.83120 3.67802
C 2.32178 0.82700 3.64141
C 2.13290 -0.13204 4.62474
C 1.12946 -1.08364 4.43572
C 0.30019 -0.99719 3.33949
N 0.41352 -0.04260 2.38807
C 1.48337 0.82440 2.49764
C 1.71484 1.67565 1.38924
N 0.87056 1.50705 0.31021
C 1.05107 2.34648 -0.73109
C 2.01195 3.33386 -0.76918
C 2.89096 3.48924 0.30096
C 2.74068 2.65319 1.39909
C 3.54429 2.72507 2.58268
N 4.53508 3.57269 2.81480
H 2.76186 -0.13665 5.49788
H 0.99481 -1.88272 5.14409
H -0.50644 -1.71798 3.21309
H 0.37276 2.21223 -1.56955
H 2.08232 3.98789 -1.62427
H 3.65626 4.24833 0.30222
O 0.52098 1.60346 -6.07139
C 0.50965 0.75512 -5.04198
C -0.51866 -0.16215 -4.80676
C -0.43675 -0.97304 -3.69172
N 0.55029 -0.91914 -2.80735
C 1.53378 -0.07838 -3.06659
Br 2.97915 -0.10072 -1.83227
C 1.58152 0.78230 -4.14353
H -0.24014 1.47468 -6.65355
H -1.36445 -0.23510 -5.47571
H -1.19379 -1.71882 -3.49934
H 2.40507 1.45726 -4.30371
Se -1.89133 2.33159 1.46255
```

Summary:
HOMO-LUMO gap (spin up / spin down) ... 5.26 / 6.61 eV
LUMO energy (spin up / spin down) ... -3.74 / -4.02 eV
⟨S²⟩ ... 2.080
2S+1 ... 3
Charge ... +1
Energy above the lowest of the compared OMol25 structures with the same formula, charge and spin ... 0.0000 eV

=====

(8)
DFT (ωB97M-V/def2-TZVPD) results for a structure of composition C26H20BrCaN2O2.

The geometry in XYZ format:
```
52
Properties=species:S:1:pos:R:3
Ca -0.68200 0.73900 0.58880
Br 2.39130 -0.38160 0.35090
C 2.61510 -0.14840 2.25990
C 3.91130 -0.13220 2.70520
C 4.17660 -0.02980 4.07750
C 3.13590 0.02570 4.95860
C 1.79820 0.01900 4.51160
C 0.73840 0.07390 5.43700
C -0.55450 0.10440 4.99340
C -0.83080 0.11090 3.61670
C 0.14510 0.04440 2.63480
C 1.48890 -0.03260 3.11100
H 4.72870 -0.20310 2.00310
H 5.20170 -0.01080 4.41990
H 3.32030 0.07970 6.02440
H 0.97240 0.10130 6.49480
H -1.37100 0.14820 5.70500
H -1.87360 0.17230 3.31600
C -4.53190 -3.56440 1.24570
C -3.25120 -3.25790 1.68340
C -2.58080 -2.15420 1.19990
C -3.17540 -1.29100 0.25880
C -4.45810 -1.65160 -0.20590
C -5.11650 -2.75750 0.27980
N -2.48440 -0.22920 -0.22970
C -3.14740 0.89020 -0.64570
C -4.31730 1.37110 -0.02360
C -4.85430 2.59430 -0.35620
C -4.27410 3.38230 -1.34030
C -3.13860 2.91400 -1.98820
C -2.58960 1.69400 -1.65450
H -5.06210 -4.42130 1.63740
H -2.77390 -3.88940 2.42340
H -1.57610 -1.93260 1.54580
H -4.91560 -1.05030 -0.98120
H -6.10480 -2.99550 -0.09600
H -4.76640 0.78280 0.76690
H -5.73140 2.95130 0.17180
H -4.69470 4.34670 -1.59080
H -2.67980 3.51500 -2.76500
H -1.70350 1.33670 -2.17330
O -1.42520 2.67720 1.31510
C -0.63480 3.24610 0.56520
C -0.55770 4.76520 0.39830
C 0.65590 4.93900 -0.49460
C 1.02080 3.48900 -0.88290
O 1.88500 3.19850 -1.68130
N 0.25050 2.61530 -0.19390
H -0.47150 5.24710 1.37240
H -1.48520 5.09810 -0.07060
H 1.50400 5.38320 0.02910
H 0.46820 5.52710 -1.39170
```

Summary:
HOMO-LUMO gap ... 6.83 eV
LUMO energy ... 2.81 eV
Charge ... -1
Energy above the lowest of the compared OMol25 structures with the same formula, charge and spin ... 0.6212 eV

=====

Number 1: energy -1934.6658 Eh. Number 2: energy -3576.2238 Eh. Number 3: energy -2070.3982 Eh. Number 4: energy -3115.9609 Eh. Number 5: energy -3115.9703 Eh. Number 6: energy -1554.3186 Eh. Number 7: energy -7145.9249 Eh. Number 8: energy -4514.5657 Eh.